(1)
Entry from the OMol25 dataset: a molecular structure, C56H118F18N10O14S6 at a distorted geometry (ωB97M-V with the def2-TZVPD basis set).

CARTESIAN COORDINATES (ANGSTROEM)
C1 -2.25138 3.84693 -7.75993
N1 -1.10980 4.08476 -8.79261
C2 0.14743 4.33148 -8.00277
C3 -0.95012 2.87424 -9.67991
C4 -1.51490 5.33673 -9.64503
C5 -0.32124 5.86480 -10.44167
O1 0.12803 6.98232 -9.69123
H1 -3.18618 3.71374 -8.30445
H2 -2.35540 4.68477 -7.07052
H3 -2.16328 2.96459 -7.12603
H4 1.07507 4.47553 -8.55669
H5 0.30158 3.55378 -7.25476
H6 -0.04275 5.23923 -7.43011
H7 -0.74709 2.05566 -8.98940
H8 -0.17719 3.05506 -10.42688
H9 -1.87706 2.66777 -10.21494
H10 -1.91025 6.07355 -8.94581
H11 -2.37242 5.10203 -10.27564
H12 -0.66566 6.11938 -11.44400
H13 0.52559 5.19012 -10.56736
H14 0.94369 7.23556 -10.12959
C6 2.53988 19.67578 -15.99815
N2 2.24887 20.73536 -14.89302
C7 1.45225 20.06017 -13.82232
C8 3.52220 21.26097 -14.24933
C9 1.51916 21.89356 -15.65838
C10 0.55503 22.68425 -14.74328
O2 1.28397 23.23103 -13.62276
H15 3.15108 18.91032 -15.52003
H16 3.06446 20.18977 -16.80359
H17 1.56851 19.38446 -16.39775
H18 0.46068 19.78709 -14.18331
H19 1.34948 20.71990 -12.96076
H20 1.87919 19.09195 -13.56084
H21 4.08272 21.80616 -15.00872
H22 4.06080 20.36590 -13.93811
H23 3.35268 21.88168 -13.36950
H24 1.03127 21.52985 -16.56269
H25 2.24793 22.66079 -15.91981
H26 -0.19547 22.01450 -14.32342
H27 0.03606 23.49292 -15.25790
H28 0.69461 23.38414 -12.88059
C11 8.16092 11.71462 1.26302
C12 7.66568 12.40611 2.45242
C13 7.83597 11.54054 3.77024
N3 7.56407 12.29745 5.13169
C14 8.73348 13.17539 5.59820
C15 7.08704 11.34300 6.23992
C16 6.10947 12.09520 7.17416
C17 5.89290 13.38461 6.46491
C18 6.34633 13.28357 5.07491
H29 7.60969 12.11851 0.41383
H30 8.18165 10.62484 1.25721
H31 9.15613 11.99403 0.91721
H32 6.66108 12.77625 2.24775
H33 8.32576 13.26308 2.58651
H34 8.86329 11.21311 3.92992
H35 7.22018 10.64788 3.66042
H36 8.86353 13.98405 4.87900
H37 9.63796 12.57659 5.49112
H38 8.62796 13.51230 6.62944
H39 7.97997 10.93135 6.71037
H40 6.46744 10.64182 5.68088
H41 6.52356 12.24015 8.17197
H42 5.21451 11.50632 7.37508
H43 6.44286 14.12993 7.03950
H44 4.86350 13.73847 6.52168
H45 6.66510 14.18366 4.54925
H46 5.67111 12.72893 4.42333
C19 2.02388 15.37141 -6.58112
C20 0.47314 15.30518 -6.57701
C21 0.03584 13.84665 -6.23281
N4 -1.51107 13.48296 -6.47218
C22 -1.82206 13.55007 -7.99308
C23 -2.43665 14.31831 -5.59159
C24 -2.94895 13.36109 -4.41414
C25 -2.02176 12.11786 -4.40671
C26 -1.69551 11.99338 -5.94750
H47 2.29635 16.29587 -6.07196
H48 2.28598 15.48511 -7.63301
H49 2.60627 14.55606 -6.15203
H50 0.13189 15.68473 -7.54012
H51 0.06765 15.82163 -5.70698
H52 0.15183 13.70361 -5.15848
H53 0.54745 13.08785 -6.82491
H54 -2.84884 13.25345 -8.20716
H55 -1.14920 12.86193 -8.50477
H56 -1.70244 14.58238 -8.32189
H57 -3.28155 14.71715 -6.15298
H58 -1.84681 15.15271 -5.21217
H59 -3.96970 13.06805 -4.65970
H60 -2.74046 13.83016 -3.45258
H61 -2.36167 11.16902 -3.99167
H62 -1.08167 12.34765 -3.90520
H63 -2.62911 11.67486 -6.41123
H64 -0.89712 11.27733 -6.14231
C27 13.70957 11.99937 -12.01680
C28 13.32055 12.90901 -13.21802
C29 13.36260 14.42250 -12.89315
N5 13.17214 15.33390 -14.15136
C30 11.74027 15.16895 -14.79908
C31 13.34533 16.82623 -13.74237
C32 14.57080 17.31988 -14.55929
C33 14.50544 16.47647 -15.85861
C34 14.26914 15.09948 -15.19602
H65 13.27292 11.01494 -12.18515
H66 13.29828 12.48889 -11.13401
H67 14.78690 12.01804 -11.85215
H68 12.29025 12.80593 -13.55854
H69 13.99394 12.63880 -14.03143
H70 14.35416 14.64071 -12.49655
H71 12.57885 14.66889 -12.17682
H72 11.00866 15.36674 -14.01569
H73 11.63663 14.16746 -15.21668
H74 11.67551 15.90660 -15.59895
H75 12.44047 17.43220 -13.78858
H76 13.69293 16.87155 -12.71028
H77 14.54345 18.29920 -15.03709
H78 15.48932 17.42307 -13.98155
H79 13.77977 16.73723 -16.62900
H80 15.48505 16.33893 -16.31639
H81 13.92584 14.34782 -15.90682
H82 15.17516 14.72610 -14.71873
C35 10.72240 6.76730 -17.75880
C36 9.63215 5.65743 -17.94619
C37 8.66119 5.72118 -16.73951
N6 7.29469 4.95186 -16.90865
C38 6.49875 5.80244 -17.90502
C39 6.55876 4.87367 -15.57387
C40 6.63503 3.47221 -15.09513
C41 6.62501 2.62085 -16.32246
C42 7.45278 3.46173 -17.30345
H83 10.32265 7.77650 -17.85787
H84 11.41246 6.63048 -18.59138
H85 11.31870 6.68480 -16.85012
H86 10.14163 4.70397 -18.08560
H87 9.16983 5.82784 -18.91847
H88 8.36810 6.73597 -16.47044
H89 9.04242 5.26440 -15.82621
H90 6.77211 5.70876 -18.95602
H91 6.42109 6.84351 -17.59158
H92 5.50599 5.35252 -17.91515
H93 5.51166 5.16802 -15.64483
H94 6.93799 5.57604 -14.83160
H95 5.88699 3.25138 -14.33370
H96 7.57145 3.24338 -14.58636
H97 5.60287 2.51972 -16.68730
H98 7.04431 1.64237 -16.08822
H99 7.34442 3.28527 -18.37360
H100 8.50971 3.23671 -17.16073
C43 16.58031 4.60908 -4.00667
C44 15.16276 4.45270 -4.46769
C45 14.45921 3.40939 -3.44010
N7 12.99768 3.00749 -3.85007
C46 13.09386 2.24481 -5.14359
C47 12.09201 4.27205 -3.99516
C48 10.73501 3.88858 -3.51383
C49 10.81040 2.54425 -2.94095
C50 12.24153 2.13698 -2.79109
H101 17.22137 3.74314 -3.84148
H102 16.44362 5.10657 -3.04650
H103 17.25050 5.28074 -4.54316
H104 15.16894 3.99840 -5.45848
H105 14.61398 5.39441 -4.45622
H106 14.44532 3.93500 -2.48530
H107 15.00410 2.47131 -3.33420
H108 12.06321 1.95381 -5.34651
H109 13.67425 1.33530 -4.98850
H110 13.45282 2.83005 -5.99020
H111 11.94161 4.46381 -5.05756
H112 12.43154 5.07946 -3.34638
H113 9.91994 4.06769 -4.21503
H114 10.54642 4.51330 -2.64075
H115 10.26324 1.94757 -3.67081
H116 10.26066 2.53228 -1.99981
H117 12.38059 1.05665 -2.83188
H118 12.69934 2.30969 -1.81709
C51 5.91060 9.99876 -9.57812
F1 7.18521 10.00118 -9.11393
F2 5.34937 8.74813 -9.39898
F3 5.24938 10.92443 -8.83070
S1 6.22648 10.62489 -11.39693
O3 6.69492 12.00463 -11.28520
O4 7.19490 9.69588 -11.98536
N8 4.56145 10.57810 -12.06818
S2 4.63144 11.65208 -13.19875
O5 4.32872 12.98104 -12.68726
O6 5.77754 11.56300 -14.12036
C52 3.12438 11.31417 -14.33428
F4 2.01866 11.41568 -13.73854
F5 3.27424 11.99989 -15.44451
F6 3.28503 10.07187 -14.68728
C53 10.33523 12.93749 -23.56815
F7 11.20194 12.16565 -22.84079
F8 11.09502 13.68654 -24.28264
F9 9.64635 12.09633 -24.40990
S3 9.21568 13.90356 -22.37089
O7 8.80254 12.98055 -21.36291
O8 10.10123 14.97346 -21.86546
N9 7.96604 14.52790 -23.37958
S4 6.91189 14.84863 -22.32333
O9 6.09683 13.67127 -22.09457
O10 7.22677 15.58214 -21.10510
C54 5.69153 16.00464 -23.30129
F10 4.65367 16.33744 -22.43330
F11 6.33365 17.10612 -23.61848
F12 5.17261 15.31449 -24.36020
C55 -6.05116 13.63649 -18.38647
F13 -7.14330 13.39804 -19.13275
F14 -6.32771 14.09572 -17.18280
F15 -5.47677 12.37776 -18.26200
S5 -4.85496 14.82837 -19.41013
O11 -3.57093 14.88147 -18.65293
O12 -4.75599 14.15374 -20.71939
N10 -5.79898 16.33091 -19.37039
S6 -5.19175 17.20567 -18.25345
O13 -5.08915 16.51254 -16.95606
O14 -3.92212 17.91875 -18.57969
C56 -6.47458 18.74980 -18.10606
F16 -5.85046 19.69537 -17.42505
F17 -6.69144 19.20380 -19.38853
F18 -7.56971 18.33023 -17.47304

Properties
total charge = +4
frontier orbital gap = 4.37 eV
energy = -217428.245 eV
2S+1 = 1

---

(2)
Entry from the OMol25 dataset: a gas-phase ion, C4H10NOS (charge -1) at a distorted geometry (ωB97M-V with the def2-TZVPD basis set).

CARTESIAN COORDINATES (ANGSTROEM)
C1 -1.80713 1.13539 -2.04695
N1 -0.38294 0.98939 -1.65215
C2 -0.23489 0.28835 -0.41009
C3 0.07120 -1.22396 -0.81462
O1 -0.30153 -2.12196 0.26716
C4 0.80520 0.82298 0.53518
S1 1.02704 -0.00643 2.17414
H1 -1.76795 1.69512 -3.03351
H2 -2.33805 1.81325 -1.17712
H3 -2.13426 0.09591 -2.17103
H4 -0.03424 1.90422 -1.33810
H5 -1.18077 0.21149 0.13004
H6 1.30506 -1.30141 -1.20679
H7 -0.56879 -1.55355 -1.67522
H8 0.12370 -1.55576 0.98632
H9 1.68801 0.76976 -0.05959
H10 0.56122 1.93720 0.60538

Properties
relative energy (zero: lowest compared OMol25 entry of this formula, charge and spin) = 2.621 eV
total charge = -1
frontier orbital gap = 6.69 eV
energy = -18682.475 eV
2S+1 = 1

---

(3)
Entry from the OMol25 dataset: 2 unconnected molecules or ions with the total composition C8H14O4Si at a distorted geometry (ωB97M-V with the def2-TZVPD basis set).

CARTESIAN COORDINATES (ANGSTROEM)
C1 0.22234 -1.86246 -1.63396
C2 -1.12915 -1.19832 2.79283
C3 2.28624 0.87837 -0.95109
C4 2.44581 -0.83115 0.93908
C5 -1.52711 1.89481 0.20370
C6 -2.55512 -0.07842 -0.91476
C7 1.59893 0.26083 0.23486
C8 -1.31371 0.71108 -0.70814
O1 1.44279 -1.96320 -1.85325
O2 -1.81153 -2.15919 2.83910
O3 -0.76239 -2.26099 -2.31606
O4 -0.62187 -0.37416 3.53007
Si1 -0.18915 -0.72062 0.04267
H1 2.58483 -0.05370 -1.56571
H2 1.64944 1.66040 -1.38966
H3 3.24984 1.33859 -0.68110
H4 3.19710 -1.38888 0.26741
H5 1.77980 -1.60041 1.33894
H6 2.94231 -0.31366 1.79946
H7 -2.46847 2.52225 -0.14718
H8 -1.78157 1.40373 1.28200
H9 -0.80512 2.64259 0.38591
H10 -2.98171 -0.21879 0.13812
H11 -2.37032 -0.95956 -1.53764
H12 -3.38419 0.45519 -1.45302
H13 1.45604 1.05341 1.10161
H14 -1.15407 1.16227 -1.74419

Properties
relative energy (zero: lowest compared OMol25 entry of this formula, charge and spin) = 2.340 eV
total charge = -2
frontier orbital gap (spin up / spin down) = 5.45 / 5.45 eV
energy = -24588.519 eV
2S+1 = 1